1.
Below is one molecule with the formula C4H9NO2, with properties calculated with wB97M-V/def2-TZVPD.

Last column: Löwdin charge in e.
Cartesian coordinates (Å):
1 C 1.990 0.346 -0.141  -0.1069
2 O 1.300 -0.421 0.814  -0.1771
3 C 0.090 0.166 1.234  -0.1710
4 C -1.089 -0.120 0.316  -0.3256
5 C -1.321 -1.506 -0.200  -0.0292
6 N -1.785 0.739 -0.327  0.0329
7 O -1.053 1.953 -0.509  -0.0934
8 H 2.976 -0.108 -0.258  0.0922
9 H 1.483 0.353 -1.120  0.0852
10 H 2.113 1.387 0.191  0.0955
11 H 0.195 1.249 1.367  0.1184
12 H -0.141 -0.287 2.208  0.1378
13 H -0.860 -2.313 0.366  0.0814
14 H -0.798 -1.430 -1.162  0.0892
15 H -2.372 -1.688 -0.441  0.0877
16 H -0.556 1.628 -1.278  0.0830

The structure (SMILES) is COC/C(C)=N\O. Its gap between HOMO and LUMO is 10.25 eV. The total energy is -9875.8025 eV. The energy relative to the best compared isomer or geometry (same formula, charge and spin) is 410.85 kJ/mol. As for the HOMO energy: -9.446 eV.

2.
Below is one molecule with the formula CH3IOS, with properties calculated with wB97M-V/def2-TZVPD.

Last column: Löwdin charge in e.
Cartesian coordinates (Å):
1 C 0.201 0.207 -0.091  -0.3314
2 O 1.753 2.127 0.791  -0.6308
3 S 1.625 1.295 -0.455  0.3672
4 I 3.382 -0.286 -0.226  0.5108
5 H 0.621 -0.589 0.537  0.0153
6 H -0.331 -0.182 -0.971  0.0610
7 H -0.457 0.872 0.338  0.0079

Its gap between HOMO and LUMO is 8.90 eV. The total energy is -22068.0351 eV. The energy relative to the best compared isomer or geometry (same formula, charge and spin) is 4.30 kJ/mol. As for the HOMO energy: -9.518 eV.

3.
Below is a 2-piece molecular cluster, C5H4O2 overall, with properties calculated with wB97M-V/def2-TZVPD.

Last column: Löwdin charge in e.
Cartesian coordinates (Å):
1 O 1.836 0.791 0.282  0.1205
2 C 0.751 0.324 0.122  -0.3399
3 C 0.185 -1.039 0.090  0.0437
4 C -1.036 -1.045 -0.117  0.0230
5 C -1.797 0.194 -0.302  -0.0842
6 C -0.580 1.218 -0.146  -0.2518
7 O -0.625 2.399 -0.210  0.1858
8 H -2.549 0.395 0.466  0.1216
9 H -2.259 0.312 -1.286  0.1214
10 H 2.890 -1.470 0.385  0.0132
11 H 3.183 -2.078 0.717  0.0468

The structure (SMILES) is O=C1C#CCC1=O.[H][H]. Its gap between HOMO and LUMO is 9.27 eV. The total energy is -9339.2030 eV. The energy relative to the best compared isomer or geometry (same formula, charge and spin) is 480.41 kJ/mol. As for the HOMO energy: -10.461 eV.